(1)
The following is a DFT calculation (ωB97M-V/def2-TZVPD) of C5H8O as an isolated structure.

```
14
Properties=species:S:1:pos:R:3:forces:R:3
C -1.1457 0.8743 -0.4450 0.08 0.23 -0.22
C -1.4687 -0.3096 0.4116 0.23 -0.08 0.14
C -0.0178 -0.0057 -0.0120 -0.15 -0.10 0.13
C 0.9704 -1.0051 -0.6560 -0.33 -0.22 -0.29
O 1.9717 -0.6845 0.3204 0.02 -0.10 0.03
C 1.2505 0.4850 0.7140 -0.25 0.25 0.30
H -1.5064 0.9077 -1.4669 0.09 -0.04 0.05
H -1.1759 1.8253 0.0829 0.08 0.00 -0.28
H -1.8658 -0.1589 1.4162 0.45 0.10 -0.14
H -2.0129 -1.1072 -0.1076 0.64 0.04 0.16
H 0.6809 -2.0574 -0.5886 -0.03 0.09 -0.07
H 1.3506 -0.7926 -1.6668 -0.32 0.13 0.11
H 1.2820 0.6636 1.7932 -0.20 -0.17 -0.05
H 1.6872 1.3650 0.2046 -0.33 -0.13 0.14
```
Positions in Å, forces in eV/Å.

spin multiplicity	1
energy above the lowest of the compared OMol25 structures with the same formula, charge and spin	59.1	kcal per mole



(2)
The following is a DFT calculation (ωB97M-V/def2-TZVPD) of one molecule with the formula C5H8O at a distorted geometry.

```
14
Properties=species:S:1:pos:R:3:forces:R:3
O -1.0779 -0.3770 1.8687 -0.42 0.33 -0.39
C 0.0266 -0.3365 1.0899 0.07 0.20 -0.21
C 0.0192 -1.2269 -0.1495 -0.08 -0.03 -0.02
C 0.2848 -0.1779 -1.2330 -0.43 -0.13 -0.61
C -0.6449 0.7068 -1.5911 0.10 -0.39 -0.31
C 0.9071 0.6616 1.0496 0.41 -0.11 1.07
H -1.0602 0.4279 2.4062 -0.07 -0.21 0.15
H 1.8280 0.3406 0.6160 0.46 0.55 -0.75
H -0.9820 -1.6482 -0.2748 0.10 -0.01 0.13
H 0.7359 -2.0573 -0.1553 -0.09 0.28 0.09
H 1.3166 -0.0711 -1.5680 -0.23 0.03 0.06
H -1.6748 0.5782 -1.2650 0.10 0.10 0.07
H -0.4146 1.6215 -2.1311 0.00 -0.35 -0.20
H 0.7526 1.7171 1.2393 0.09 -0.25 0.92
```
Positions in Å, forces in eV/Å.

spin multiplicity	1
energy above the lowest of the compared OMol25 structures with the same formula, charge and spin	63.9	kcal per mole



(3)
The following is a DFT calculation (ωB97M-V/def2-TZVPD) of a 2-piece molecular cluster, C5H8O overall.

```
14
Properties=species:S:1:pos:R:3:forces:R:3
C 1.6895 -0.1299 0.4279 -0.04 -0.01 0.01
C 0.9637 0.8123 -0.5203 0.30 0.10 -0.04
C -0.2892 0.4539 -1.2664 -0.05 0.28 0.11
C -1.8568 -1.1742 0.6312 0.06 0.02 0.30
O -1.4630 -1.0319 1.7600 -0.26 -0.15 -0.40
C -0.4375 1.3029 -0.2982 0.01 -0.10 -0.29
H 0.9979 -0.7437 1.0147 0.07 0.11 -0.13
H 2.3063 0.4436 1.1309 -0.11 -0.09 -0.10
H 2.3627 -0.7972 -0.1254 -0.12 0.10 0.07
H 1.6415 1.5068 -1.0263 0.00 -0.08 0.08
H -0.7066 -0.0751 -2.1104 0.02 0.02 0.17
H -1.3700 -1.8652 -0.0858 -0.02 0.03 0.16
H -2.7350 -0.6272 0.2331 0.08 -0.05 0.13
H -1.0647 1.9787 0.2636 0.05 -0.17 -0.05
```
Positions in Å, forces in eV/Å.

spin multiplicity	1
energy above the lowest of the compared OMol25 structures with the same formula, charge and spin	86.3	kcal per mole



| no. | Kohn-Sham gap (eV) | HOMO level (hartree) |
| --- | --- | --- |
| 1 | 10.54 | -0.348 |
| 2 | 8.91 | -0.293 |
| 3 | 10.45 | -0.350 |